C6H11NO2 | wB97M-V/def2-TZVPD

```
20
Properties=species:S:1:pos:R:3:forces:R:3:nbo_charge:R:1
C 1.5756 0.1004 -0.4880 -0.13 0.38 0.58 -0.41
C -0.0789 -1.7258 -0.2795 -0.07 0.08 0.48 -0.41
N 0.3915 -0.4224 0.2242 0.34 -0.57 -0.26 -0.44
C 0.5163 -0.4356 1.6813 1.83 -0.72 -1.02 0.96
O 1.2341 0.6224 2.1067 -0.65 0.06 -0.27 -0.68
O 0.3092 -1.4110 2.3477 -0.78 0.59 -0.12 -0.58
H 1.3779 0.5089 3.0567 -0.14 -0.06 -0.03 0.51
H 0.5507 -2.5400 0.0767 0.05 -0.07 -0.10 0.21
H 1.5921 1.1778 -0.3414 0.14 0.06 0.01 0.22
H 1.4896 -0.0867 -1.5565 -0.08 -0.22 0.12 0.21
H 2.4984 -0.3134 -0.0828 0.09 -0.12 -0.20 0.20
H -1.0857 -1.8691 0.1048 -0.03 -0.12 0.03 0.23
H -0.1184 -1.7191 -1.3669 0.13 0.16 0.05 0.20
C -1.1854 1.1145 -1.5912 0.78 -0.50 -0.27 -0.70
C -1.1585 0.7997 -0.1453 -2.16 1.21 2.01 0.06
C -1.7181 0.9559 0.9793 0.70 0.09 -1.40 -0.49
H -1.2236 0.2236 -2.2250 0.09 0.01 0.02 0.21
H -2.0913 1.6814 -1.8074 0.01 -0.03 0.27 0.25
H -0.3366 1.7253 -1.9098 0.00 -0.07 -0.02 0.22
H -2.5390 1.6132 1.2165 -0.11 -0.18 0.12 0.22
```
Positions in Å, forces in eV/Å.

Properties
- energy relative to the best compared isomer or geometry (same formula, charge and spin) (kJ/mol) = 425.7
- HOMO level (eV) = -7.6
- HOMO-LUMO gap (eV) = 8.344
- SMILES = CN(C)C(=O)O.C#CC
- LUMO (eV) = 0.74